{
  "formula": "C24H41Br2Cl2FN3O4",
  "method": "ωB97M-V with the def2-TZVPD basis set",
  "gap_ev": 8.430,
  "charge": 1,
  "smiles": "CC[C@H](Cl)[N@H+]1[C@@H](CC(=O)Br)[C@](CCCCCCCOC)(CCC(N)=O)N(CC(=O)Cl)[C@H](CCF)[C@@H]1Br",
  "e_homo_ev": -11.66,
  "elements": ["C", "C", "C", "Cl", "N", "C", "C", "C", "O", "Br", "C", "C", "C", "C", "C", "C", "C", "C", "O", "C", "C", "C", "C", "N", "O", "N", "C", "C", "O", "Cl", "C", "C", "C", "F", "C", "Br", "H", "H", "H", "H", "H", "H", "H", "H", "H", "H", "H", "H", "H", "H", "H", "H", "H", "H", "H", "H", "H", "H", "H", "H", "H", "H", "H", "H", "H", "H", "H", "H", "H", "H", "H", "H", "H", "H", "H", "H", "H"],
  "positions_angstrom": [[6.0153, -1.9080, -0.1452], [4.4089, -1.6615, 0.0178], [4.2462, -0.2494, 0.7740], [4.5067, -0.5462, 2.5481], [3.0450, 0.5683, 0.3817], [1.7624, -0.1915, 0.1837], [1.3661, -1.2201, 1.3345], [0.6970, -0.6160, 2.6412], [1.1452, 0.2649, 3.3974], [-1.0699, -1.3871, 3.2292], [0.5165, 0.7424, -0.3281], [-0.8285, -0.1548, -0.5469], [-0.6229, -1.4299, -1.4898], [-1.9215, -2.3959, -1.5634], [-1.6702, -3.8360, -0.8342], [-2.3428, -3.6790, 0.6498], [-3.9440, -3.9848, 0.6327], [-4.7750, -2.6211, 0.8673], [-5.2141, -2.4566, 2.2460], [-5.5129, -1.0462, 2.5019], [0.9221, 1.1727, -1.8568], [-0.2043, 2.0254, -2.6051], [-0.8883, 1.2701, -3.8500], [-2.3606, 1.4223, -3.9961], [-0.2279, 0.5626, -4.6520], [0.3474, 1.9414, 0.4868], [-0.8401, 2.0783, 1.3166], [-2.1476, 2.6803, 0.5423], [-3.2026, 2.0098, 0.4225], [-2.1073, 4.3914, -0.1330], [1.5482, 2.6864, 0.8777], [1.7120, 3.9500, -0.1567], [1.8949, 5.3570, 0.5982], [1.9044, 6.4261, -0.3917], [2.8936, 1.8630, 1.1585], [4.4890, 3.0800, 0.9104], [6.2532, -3.0236, -0.2208], [6.2957, -1.3960, -1.1400], [6.5471, -1.3832, 0.7158], [3.9281, -1.6961, -1.0180], [4.0372, -2.5489, 0.6593], [5.1712, 0.3488, 0.4156], [3.3046, 0.9081, -0.5781], [1.9314, -0.8429, -0.7602], [0.6007, -1.9680, 0.8927], [2.2307, -1.8988, 1.6805], [-1.1991, -0.5645, 0.4721], [-1.7000, 0.4482, -0.9670], [0.2646, -2.1037, -1.2228], [-0.4317, -1.0928, -2.5812], [-2.7950, -1.8306, -1.0969], [-2.1481, -2.6601, -2.6670], [-0.5383, -4.0396, -0.7113], [-2.2085, -4.6937, -1.3575], [-1.7814, -4.2730, 1.4515], [-2.2634, -2.5487, 0.8807], [-4.2308, -4.4960, -0.3451], [-4.1446, -4.6650, 1.5456], [-5.6733, -2.6643, 0.1450], [-4.1926, -1.6708, 0.5979], [-4.5651, -0.4425, 2.7195], [-6.2287, -1.0042, 3.3967], [-6.0820, -0.5577, 1.6224], [1.8795, 1.8296, -1.8741], [1.2274, 0.2548, -2.4932], [-1.0519, 2.4094, -1.9473], [0.2952, 2.9679, -3.0555], [-2.7483, 0.5104, -4.2820], [-2.7069, 1.6592, -3.0425], [-0.7426, 2.7986, 2.2208], [-1.2394, 1.1104, 1.8114], [1.3129, 3.2337, 1.8733], [2.4549, 3.7578, -0.9975], [0.6797, 4.0295, -0.6759], [2.8432, 5.4396, 1.2240], [0.9540, 5.5621, 1.2392], [2.9199, 1.6878, 2.3010]]
}



{
  "formula": "C24H41F3P2Ru",
  "method": "ωB97M-V with the def2-TZVPD basis set",
  "s2": 8.78,
  "spin_multiplicity": 6,
  "relative_energy_ev": 0.0000,
  "gap_ev": [6.824, 5.943],
  "charge": 1,
  "e_homo_ev": [-8.80, -10.58],
  "elements": ["Ru", "C", "C", "C", "C", "C", "C", "H", "H", "H", "C", "H", "H", "H", "C", "H", "H", "H", "C", "H", "H", "H", "C", "H", "H", "H", "C", "C", "C", "C", "C", "C", "C", "C", "H", "H", "H", "H", "H", "H", "H", "H", "H", "H", "H", "H", "P", "C", "C", "P", "C", "C", "C", "H", "H", "H", "H", "H", "H", "H", "H", "H", "H", "H", "H", "H", "H", "F", "C", "F", "F"],
  "positions_angstrom": [[0.4563, 0.7104, -0.6204], [-1.3855, 0.7970, 0.8362], [-1.6468, 0.3503, -0.5452], [-1.2138, -1.5119, 0.7970], [-1.1890, -0.3795, 1.6326], [-1.4426, -1.0977, -0.5345], [-1.6987, 2.1331, 1.3846], [-1.6862, 2.8966, 0.5999], [-0.9622, 2.4110, 2.1501], [-2.6919, 2.1480, 1.8616], [-1.1142, -0.4081, 3.1095], [-0.8616, 0.5739, 3.5076], [-0.3599, -1.1292, 3.4550], [-2.0752, -0.7137, 3.5514], [-1.1331, -2.9156, 1.2548], [-2.1224, -3.3009, 1.5417], [-0.4846, -3.0075, 2.1346], [-0.7406, -3.5683, 0.4689], [-1.6561, -1.9981, -1.6909], [-2.6212, -2.5248, -1.6150], [-0.8710, -2.7676, -1.7295], [-1.6427, -1.4438, -2.6321], [-2.5060, 1.0803, -1.5147], [-3.5761, 0.8766, -1.3339], [-2.2765, 0.7676, -2.5407], [-2.3602, 2.1627, -1.4266], [3.7649, 4.1642, -2.3955], [2.6791, 4.9168, -2.5926], [2.2197, 5.4301, -3.9386], [2.4572, 4.4641, -5.1382], [2.2908, 3.0088, -4.8042], [3.3067, 2.1761, -4.5298], [4.7186, 2.6213, -4.2153], [4.8534, 3.9485, -3.4122], [2.6931, 6.3991, -4.1877], [3.4339, 4.6825, -5.6003], [1.1414, 5.6434, -3.8853], [4.9470, 4.7986, -4.1050], [4.0277, 3.8173, -1.3918], [2.2272, 5.4511, -1.7508], [5.8132, 3.8957, -2.8742], [5.2021, 1.8231, -3.6281], [3.2292, 1.0975, -4.6658], [5.3199, 2.7180, -5.1371], [1.7050, 4.7245, -5.8982], [1.2804, 2.6400, -5.0072], [1.6034, 2.6046, -0.5298], [2.5843, 3.2268, 0.7861], [0.3118, 3.6495, -1.2367], [1.6402, 0.1226, -2.4417], [2.5259, 1.6780, -1.8541], [0.6826, 0.3243, -3.9406], [2.6006, -1.3534, -2.5933], [2.8345, 2.4069, 1.4756], [1.9920, 3.9844, 1.3242], [3.5033, 3.6802, 0.3977], [0.6962, 4.1856, -2.1178], [0.0139, 4.3651, -0.4589], [-0.5571, 3.0567, -1.5381], [3.5031, -1.1400, -3.1828], [1.9742, -2.0937, -3.1153], [2.8674, -1.7463, -1.6032], [3.5573, 1.4554, -1.5590], [2.5074, 2.4005, -2.6685], [0.2984, -0.6657, -4.2058], [1.3113, 0.6958, -4.7543], [-0.1580, 1.0048, -3.7747], [3.2747, 0.0043, 0.2642], [1.9544, -0.2517, 0.6220], [1.8509, -1.6336, 0.6326], [1.8662, 0.1304, 1.9502]]
}



{
  "formula": "C24H41F9IN3O6PS",
  "method": "ωB97M-V with the def2-TZVPD basis set",
  "gap_ev": 6.581,
  "charge": 1,
  "e_homo_ev": -10.43,
  "elements": ["C", "C", "C", "O", "C", "C", "C", "I", "N", "C", "C", "C", "P", "O", "O", "C", "C", "O", "C", "C", "C", "N", "S", "O", "O", "C", "F", "F", "C", "F", "F", "C", "F", "F", "C", "F", "F", "F", "H", "H", "H", "H", "H", "H", "H", "H", "H", "H", "H", "H", "H", "H", "H", "H", "H", "H", "H", "H", "H", "H", "H", "H", "H", "H", "C", "C", "N", "C", "C", "C", "C", "H", "H", "H", "H", "H", "H", "H", "H", "H", "H", "H", "H", "H", "H", "H"],
  "positions_angstrom": [[-2.4728, -1.0387, -6.7611], [-1.4597, -2.2570, -6.8857], [0.0143, -1.9260, -6.4602], [0.3187, -2.2056, -5.0795], [-0.1147, -1.0780, -4.3246], [0.3573, -1.1215, -2.8529], [1.6323, -1.3479, -2.2575], [3.4230, -1.7521, -3.3270], [1.5276, -1.2721, -0.8423], [2.5851, -1.4404, 0.1781], [1.9925, -1.7414, 1.6026], [1.6426, -0.4317, 2.4182], [0.4609, -0.8364, 3.8075], [1.1429, -1.6888, 4.8114], [0.0885, 0.6152, 4.5512], [-0.7012, 1.4676, 3.6872], [-1.3322, 2.6914, 4.4581], [-0.9116, -1.5083, 3.1758], [-1.9848, -1.5980, 4.1471], [-3.4017, -1.3811, 3.4539], [0.2292, -1.0158, -0.5367], [-0.4649, -0.9460, -1.7183], [-2.1476, -0.6718, -1.5337], [-2.2994, 0.2532, -0.4230], [-2.7949, -0.0938, -2.6831], [-2.9617, -2.2564, -0.9430], [-4.2557, -1.8950, -0.6846], [-2.4315, -2.6336, 0.2526], [-2.9965, -3.3997, -2.0359], [-1.9672, -3.1693, -2.9490], [-4.1449, -3.2550, -2.7530], [-2.7779, -4.8600, -1.4927], [-2.7792, -5.6993, -2.5800], [-1.5335, -5.0122, -0.9235], [-3.8758, -5.3831, -0.4738], [-5.0845, -4.7954, -0.6105], [-3.4244, -5.2714, 0.7944], [-4.0628, -6.7098, -0.7472], [-2.0014, -0.1123, -6.3457], [-2.9926, -0.7874, -7.7136], [-3.2634, -1.3627, -6.0259], [-1.8509, -3.1899, -6.3965], [-1.4173, -2.5084, -7.9825], [0.6817, -2.6023, -7.0624], [0.2618, -0.8843, -6.7885], [0.1960, -0.0963, -4.7686], [-1.2407, -1.1181, -4.3009], [3.1749, -0.4813, 0.1823], [3.3063, -2.2584, -0.0768], [2.7731, -2.2823, 2.2011], [1.1131, -2.4336, 1.5526], [2.5690, -0.0301, 2.9006], [1.1599, 0.3570, 1.7867], [-0.0702, 1.9101, 2.8616], [-1.5470, 0.9374, 3.1756], [-1.6197, 2.4192, 5.5077], [-2.2532, 2.9918, 3.9046], [-0.5824, 3.5207, 4.4705], [-1.9250, -0.8507, 4.9736], [-1.9784, -2.6164, 4.6003], [-3.3535, -1.4871, 2.3453], [-3.8728, -0.4234, 3.7895], [-4.0662, -2.2077, 3.8222], [-0.2498, -0.8822, 0.4534], [2.7621, 2.3835, -0.1386], [2.3857, 3.7655, 0.3732], [2.3457, 3.8577, 1.8248], [1.7367, 5.0935, 2.3061], [2.4504, 6.4098, 1.9924], [3.5580, 3.4471, 2.5244], [4.8587, 4.1802, 2.1902], [2.0854, 1.6183, 0.2548], [2.6957, 2.3623, -1.2291], [3.7870, 2.1141, 0.1277], [1.3886, 3.9943, -0.0159], [3.0708, 4.5023, -0.0656], [1.5888, 5.0228, 3.3882], [0.7245, 5.1518, 1.8900], [3.3254, 6.5557, 2.6249], [1.7762, 7.2471, 2.1901], [2.7571, 6.4806, 0.9479], [3.7134, 2.3781, 2.3409], [3.3859, 3.5073, 3.6035], [4.9871, 4.3390, 1.1179], [5.7113, 3.5889, 2.5340], [4.9204, 5.1439, 2.6934]]
}